{
  "formula": "C2H13NO3S",
  "method": "the ωB97M-V functional and the def2-TZVPD basis",
  "multiplicity": 1,
  "e_above_lowest_kcal_mol": 33.16,
  "smiles": "NCCS.O.O.O",
  "homo_ev": -8.89,
  "symbols": ["C", "C", "S", "N", "H", "H", "H", "H", "H", "H", "H", "H", "H", "O", "H", "H", "O", "H", "H", "O"],
  "positions_angstrom": [[0.3465, 0.3195, 0.1511], [0.4757, -0.7351, -1.0444], [1.2624, -2.3278, -0.7048], [1.0933, 1.4301, -0.4126], [-0.6438, 0.3466, 0.5190], [0.9452, -0.0757, 0.9460], [-0.5152, -0.9036, -1.3064], [0.8575, -0.2498, -2.0256], [2.2288, -1.8437, 0.0122], [0.8476, 2.3101, -0.1336], [2.0571, 1.2822, -0.3026], [-1.5911, 0.2220, 3.0083], [-0.4423, 0.6846, 3.8030], [-1.1241, 1.0151, 3.2043], [0.1786, 2.3137, -2.6470], [0.9525, 2.5450, -3.9338], [0.1207, 2.2395, -3.5557], [-1.8430, -3.2139, 0.9533], [-3.0768, -2.7200, 1.8202], [-2.1295, -2.6390, 1.6493]],
  "forces_ev_per_a": [[3.2413, -2.1164, -2.2221], [0.5958, 1.2368, -0.6490], [-1.0976, -0.2730, -0.5710], [-1.5111, -0.5815, -0.8948], [-1.0286, 1.0965, -0.0922], [0.0723, -0.4455, 0.9011], [-1.9159, -1.0829, -0.5787], [-0.0554, -0.6362, 2.0108], [1.0118, 0.4011, 0.6656], [-0.6798, 2.5935, 1.2334], [1.2614, -0.1058, 0.1569], [-0.8419, -1.0065, -0.4822], [0.0399, 0.3193, -0.0370], [0.7991, 0.6231, 0.4918], [0.5094, 0.1242, 3.0561], [-0.1280, -0.0530, 0.2621], [-0.3175, -0.1950, -3.2769], [-0.1589, -0.5479, -0.5481], [0.3594, -0.3401, -0.4440], [-0.1554, 0.9894, 1.0181]],
  "nbo_charge": [-0.22, -0.55, -0.04, -0.85, 0.22, 0.17, 0.21, 0.23, 0.10, 0.36, 0.36, 0.47, 0.47, -0.93, 0.47, 0.47, -0.94, 0.48, 0.48, -0.96]
}